Computed, not measured: an isolated molecule of C3H7O4 in a non-equilibrium geometry, with ωB97M-V/def2-TZVPD.

Each line ends with the natural charge from an NBO analysis.
CARTESIAN COORDINATES (ANGSTROEM)
O  -0.920  -0.844  1.317  -0.34
O  0.279  -0.201  1.210  0.02
C  -3.171  -1.304  -0.285  -0.26
O  -2.289  -2.267  0.331  -0.55
C  -0.933  -1.939  0.338  0.59
O  -0.180  -3.005  0.662  -0.51
C  -0.664  -3.729  1.810  -0.28
H  -4.147  -1.752  -0.509  0.20
H  -3.274  -0.504  0.433  0.19
H  -2.734  -0.946  -1.211  0.17
H  -0.683  -1.535  -0.693  0.16
H  0.123  -3.655  2.582  0.19
H  -1.647  -3.369  2.172  0.22
H  -0.742  -4.774  1.464  0.19

Forces on atoms 1 to 2 (eV/Å):
-11.94 -7.48 0.97
13.84 7.94 -0.89

The orbital gap (spin up / spin down) comes out at 0.1986 / 0.3337 Eh. Its spin multiplicity is 4. The value obtained for the calculated total energy is -419.07217 a.u. The energy above the lowest of the compared OMol25 structures with the same formula, charge and spin comes out at 4.307 eV. The expectation value of S² is 3.76.

***

Computed, not measured: a structure of composition C16H17N2O4Re in a non-equilibrium geometry, with ωB97M-V/def2-TZVPD.

Each line ends with the natural charge from an NBO analysis.
CARTESIAN COORDINATES (ANGSTROEM)
Re  1.301  0.848  -0.593  1.23
O  5.054  0.701  1.071  -0.56
C  3.821  0.619  0.752  0.83
O  3.359  0.700  -0.404  -0.63
C  2.839  0.312  1.822  0.06
C  3.196  0.069  3.139  -0.08
C  2.221  -0.361  4.034  -0.12
C  0.962  -0.657  3.538  -0.10
C  0.670  -0.442  2.179  0.02
N  1.572  0.154  1.334  -0.39
C  -0.540  -0.965  1.560  0.86
O  -1.568  -1.467  2.147  -0.54
O  -0.516  -0.914  0.267  -0.44
H  5.708  0.822  0.350  0.57
H  4.224  0.220  3.445  0.29
H  2.466  -0.518  5.075  0.29
H  0.228  -1.087  4.206  0.26
H  -1.623  -1.473  3.122  0.56
C  0.045  1.625  -2.547  -0.48
N  -0.534  1.604  -1.182  -0.43
C  -0.613  2.976  -0.625  -0.45
C  -1.902  1.016  -1.188  -0.25
C  -1.999  -0.451  -1.530  -0.14
C  -2.744  -0.905  -2.608  -0.15
C  -2.977  -2.264  -2.788  -0.14
C  -2.523  -3.182  -1.850  -0.14
C  -1.743  -2.766  -0.779  -0.24
C  -1.476  -1.413  -0.650  0.28
H  -0.327  2.489  -3.114  0.29
H  -0.218  0.718  -3.102  0.27
H  1.164  1.769  -2.551  0.22
H  -1.323  3.595  -1.181  0.26
H  0.361  3.478  -0.658  0.23
H  -0.951  2.937  0.412  0.24
H  -2.529  1.578  -1.889  0.26
H  -2.328  1.158  -0.189  0.24
H  -3.162  -0.201  -3.311  0.25
H  -3.520  -2.604  -3.658  0.27
H  -2.742  -4.232  -1.969  0.27
H  -1.330  -3.485  -0.088  0.25

Forces on atoms 1 to 2 (eV/Å):
-0.55 -1.65 0.49
0.08 -0.02 0.27

The orbital gap (spin up / spin down) comes out at 0.2379 / 0.2331 Eh. Its spin multiplicity is 2. The value obtained for the calculated total energy is -1107.47946 a.u. The energy above the lowest of the compared OMol25 structures with the same formula, charge and spin comes out at 2.164 eV. The expectation value of S² is 0.77. As for the net charge: +3.